No. 1
ORCA calculation (the ωB97M-V functional and the def2-TZVPD basis) on a 12-piece molecular cluster, C29H28Cl45O6PS overall.

Each line ends with the Mulliken charge.
Positions of all 110 atoms, in Å:
C 1.137 -0.284 5.368  -0.646
O 2.258 -0.923 4.786  -0.472
C 1.910 -1.488 3.504  0.153
C 1.965 -3.041 3.624  -0.427
C 2.334 -3.764 2.295  -0.977
C 1.271 -3.499 1.170  0.805
C 0.400 -4.742 0.851  -1.065
C -0.601 -5.079 2.027  -0.117
C -2.105 -4.970 1.609  -0.497
C -2.892 -3.889 2.404  -1.289
C -2.331 -2.434 2.129  0.974
C -3.405 -1.521 1.440  -1.003
C -3.481 -0.050 1.968  -0.663
C -2.885 1.017 1.012  -0.518
C -2.798 2.289 1.472  1.456
S -3.333 2.843 3.082  -0.163
C -2.158 3.335 0.532  -0.352
O -2.549 4.439 0.419  -0.505
C -0.968 2.781 -0.306  0.781
Cl 0.420 3.797 -0.608  -0.066
C -1.031 1.527 -0.757  -0.392
P 0.310 0.705 -1.707  0.725
O 1.146 1.599 -2.494  -0.241
O -0.379 -0.363 -2.752  -0.494
O 1.142 -0.226 -0.634  -0.343
C -2.345 0.768 -0.400  -0.094
O -2.848 0.093 -1.241  -0.443
H 1.393 0.192 6.337  0.295
H 0.730 0.538 4.729  0.252
H 0.301 -0.996 5.577  0.296
H 0.901 -1.110 3.229  -0.003
H 2.643 -1.084 2.776  0.195
H 2.674 -3.260 4.445  0.428
H 0.946 -3.366 3.932  0.039
H 2.392 -4.853 2.511  0.295
H 3.326 -3.398 1.967  0.358
H 0.628 -2.647 1.487  -0.768
H 1.805 -3.195 0.242  0.384
H 0.996 -5.656 0.647  0.372
H -0.178 -4.514 -0.068  0.463
H -0.442 -4.416 2.900  -0.229
H -0.396 -6.114 2.362  0.523
H -2.246 -4.801 0.518  0.254
H -2.598 -5.949 1.809  0.229
H -3.956 -3.978 2.088  0.465
H -2.883 -4.095 3.493  0.302
H -1.523 -2.593 1.375  -0.607
H -1.845 -1.986 3.017  0.234
H -3.273 -1.609 0.348  0.453
H -4.391 -1.987 1.663  0.413
H -4.520 0.165 2.272  0.778
H -2.886 -0.010 2.911  -0.055
H -3.152 1.827 3.986  0.117
H -0.845 -1.045 -2.235  0.330
H 0.524 -0.696 -0.044  0.186
C 1.863 3.165 -5.733  0.256
Cl 3.202 4.195 -5.160  -0.094
Cl 0.416 3.540 -4.794  -0.064
Cl 1.569 3.493 -7.448  -0.066
Cl 2.273 1.460 -5.527  -0.098
C -2.858 -7.766 -1.688  0.293
Cl -1.191 -7.432 -1.191  -0.075
Cl -3.876 -7.963 -0.252  -0.104
Cl -3.460 -6.416 -2.659  -0.039
Cl -2.900 -9.251 -2.649  -0.099
C 2.858 3.234 3.037  0.192
Cl 3.722 4.459 2.099  -0.086
Cl 2.200 2.035 1.913  0.094
Cl 3.977 2.454 4.161  -0.094
Cl 1.537 3.991 3.945  -0.104
C -6.476 0.886 -0.944  0.236
Cl -5.126 1.280 0.159  0.058
Cl -5.829 0.256 -2.462  -0.100
Cl -7.512 -0.340 -0.189  -0.103
Cl -7.425 2.346 -1.268  -0.094
C 8.053 4.546 0.856  0.233
Cl 7.367 4.419 -0.770  0.008
Cl 6.804 4.148 2.045  -0.024
Cl 9.405 3.413 1.014  -0.107
Cl 8.631 6.198 1.132  -0.108
C -2.363 -5.378 -6.509  0.331
Cl -1.390 -6.005 -5.172  -0.057
Cl -2.910 -6.722 -7.522  -0.096
Cl -3.770 -4.518 -5.859  -0.092
Cl -1.388 -4.265 -7.479  -0.088
C -8.693 3.117 2.943  0.235
Cl -7.329 2.633 1.927  0.070
Cl -10.075 2.058 2.616  -0.110
Cl -8.237 2.981 4.651  -0.106
Cl -9.134 4.792 2.582  -0.105
C -2.991 0.882 7.552  0.270
Cl -1.649 1.289 8.629  -0.097
Cl -2.348 0.267 6.018  0.028
Cl -4.002 -0.357 8.305  -0.098
Cl -3.961 2.330 7.239  -0.099
C 3.611 5.738 -9.995  0.286
Cl 4.120 5.218 -8.384  0.012
Cl 2.369 6.991 -9.845  -0.094
Cl 5.002 6.388 -10.878  -0.113
Cl 2.947 4.353 -10.878  -0.099
C 6.327 1.042 -3.942  0.206
Cl 7.552 1.588 -2.782  -0.092
Cl 7.125 0.451 -5.409  -0.116
Cl 5.372 -0.263 -3.222  -0.089
Cl 5.258 2.391 -4.353  0.087
C 8.207 6.874 -4.184  0.248
Cl 9.536 6.333 -5.220  -0.099
Cl 6.858 5.731 -4.310  0.004
Cl 8.758 6.948 -2.505  -0.057
Cl 7.670 8.479 -4.703  -0.106

LUMO level: -1.6065 eV
E_HOMO: -9.5782 eV
SMILES: COCCCCCCCCCCCC1=C(S)C(=O)C(Cl)=C(P(=O)(O)O)C1=O.ClC(Cl)(Cl)Cl.ClC(Cl)(Cl)Cl.ClC(Cl)(Cl)Cl.ClC(Cl)(Cl)Cl.ClC(Cl)(Cl)Cl.ClC(Cl)(Cl)Cl.ClC(Cl)(Cl)Cl.ClC(Cl)(Cl)Cl.ClC(Cl)(Cl)Cl.ClC(Cl)(Cl)Cl.ClC(Cl)(Cl)Cl
orbital gap: 7.97 eV

---

No. 2
ORCA calculation (the ωB97M-V functional and the def2-TZVPD basis) on one molecule with the formula C4H8O2P2.

Each line ends with the Mulliken charge.
Positions of all 16 atoms, in Å:
C -0.801 -0.513 -0.155  0.603
C 0.936 1.041 0.043  0.793
C -0.771 -1.998 -0.557  -1.235
C 2.419 1.278 0.423  -1.161
O 0.473 -0.160 0.103  -0.307
O 0.247 2.018 -0.141  -0.534
P -1.925 0.780 -0.846  -0.188
P -2.162 -0.001 1.133  -0.097
H -0.094 -2.463 0.120  0.366
H -1.716 -2.468 -0.360  0.412
H -0.471 -2.274 -1.566  0.300
H 2.632 2.233 0.051  0.364
H 2.369 1.321 1.451  0.311
H 3.055 0.399 0.185  0.318
H -2.875 -0.087 -1.477  0.044
H -1.316 0.894 1.594  0.012

LUMO level: 0.9093 eV
E_HOMO: -8.6250 eV
SMILES: CC(=O)OC1(C)[PH]#[PH]1
orbital gap: 9.53 eV
energy relative to the best compared isomer or geometry (same formula, charge and spin): 0.000 eV

---

No. 3
ORCA calculation (the ωB97M-V functional and the def2-TZVPD basis) on an isolated ion of composition C3H4NO2 and charge -1.

Each line ends with the Mulliken charge.
Positions of all 10 atoms, in Å:
C 0.023 -0.400 0.062  0.786
C 0.367 -0.587 -1.451  0.362
C -0.026 0.984 0.641  -1.014
N -0.414 -1.389 0.712  -0.773
O 1.540 -0.767 -1.886  -0.750
O -0.691 -0.553 -2.072  -0.664
H -0.876 1.440 0.114  0.223
H 0.852 1.514 0.463  0.316
H -0.034 0.793 1.768  0.302
H -0.742 -1.035 1.650  0.210

LUMO level: 4.2183 eV
E_HOMO: -4.0205 eV
SMILES: [H]/N=C(\C)C(=O)[O-]
orbital gap: 8.24 eV
energy relative to the best compared isomer or geometry (same formula, charge and spin): 0.696 eV
net charge: -1

---

No. 4
ORCA calculation (the ωB97M-V functional and the def2-TZVPD basis) on a 2-piece molecular cluster, C5H9N5O overall.

Each line ends with the Mulliken charge.
Positions of all 20 atoms, in Å:
C 0.622 -0.364 -0.603  -0.779
C 1.556 -0.969 0.106  -0.213
C 2.811 -0.363 0.586  0.108
C 3.322 0.933 0.117  -0.430
C -1.969 0.750 0.163  0.692
H 0.764 0.630 -1.048  0.040
H -0.264 -0.919 -0.894  0.433
H 1.438 -1.985 0.457  0.375
H 3.148 -0.725 1.564  0.334
H 2.700 1.490 -0.569  0.203
H 3.901 1.552 0.797  0.256
H 3.662 -0.564 -1.280  0.299
H -1.118 2.471 0.868  0.261
H -1.293 2.376 -0.853  0.257
N 3.959 -0.309 -0.322  -0.578
N -1.566 2.042 0.059  -0.450
N -2.248 -0.043 1.194  -0.384
N -2.443 -1.238 0.629  -0.115
N -2.423 -1.206 -0.609  -0.124
O -2.243 0.129 -0.990  -0.183

LUMO level: 0.4070 eV
E_HOMO: -9.3777 eV
SMILES: C=C[C@@H]1CN1.Nc1nnno1
orbital gap: 9.78 eV
energy relative to the best compared isomer or geometry (same formula, charge and spin): 4.188 eV

---

No. 5
ORCA calculation (the ωB97M-V functional and the def2-TZVPD basis) on an isolated ion of composition C7H13N2 and charge +1.

Each line ends with the Mulliken charge.
Positions of all 22 atoms, in Å:
C -2.893 0.241 0.697  -0.613
C -3.189 -0.887 -0.314  -0.332
C 2.372 0.962 0.455  -0.672
C 0.029 1.042 -0.161  -0.389
C 2.250 -0.225 -0.457  0.316
C -0.784 -0.154 -0.820  -0.748
C 1.804 -1.521 0.090  -1.333
N -1.940 -0.250 -0.341  0.368
N 1.465 0.915 -0.595  0.211
H -3.389 1.136 0.672  0.324
H -2.680 -0.194 1.658  0.281
H -3.295 -1.939 -0.036  0.262
H -3.858 -0.650 -1.191  0.240
H 1.898 0.694 1.470  0.219
H 3.080 1.864 0.376  0.290
H -0.271 2.077 -0.404  0.408
H -0.002 1.034 0.933  0.256
H 2.980 -0.199 -1.191  0.534
H 0.780 -1.726 -0.351  0.275
H 1.660 -1.409 1.118  0.348
H 2.307 -2.368 -0.311  0.376
H 1.677 1.558 -1.296  0.378

LUMO level: -2.8882 eV
E_HOMO: -12.0681 eV
orbital gap: 9.18 eV
energy relative to the best compared isomer or geometry (same formula, charge and spin): 6.416 eV
net charge: +1

---

No. 6
ORCA calculation (the ωB97M-V functional and the def2-TZVPD basis) on a 9-piece molecular cluster, C27H48F2O27 overall.

Each line ends with the Mulliken charge.
Positions of all 104 atoms, in Å:
C 4.027 2.329 -4.183  -0.949
O 3.440 1.434 -3.263  -0.178
C 2.790 0.256 -3.573  0.708
O 2.272 -0.334 -2.697  -0.509
O 2.931 -0.078 -4.905  -0.379
C 2.372 -1.322 -5.295  -0.713
H 3.699 3.363 -3.999  0.270
H 3.678 2.011 -5.150  0.423
H 5.104 2.358 -4.147  0.326
H 2.700 -2.142 -4.701  0.307
H 2.665 -1.499 -6.310  0.271
H 1.285 -1.304 -5.234  0.277
C -2.642 0.430 -2.891  -0.492
O -3.554 -0.375 -2.123  -0.016
C -4.414 -1.092 -2.772  0.631
O -4.759 -1.143 -3.891  -0.558
O -4.984 -1.898 -1.843  -0.283
C -5.899 -2.846 -2.260  -0.723
H -1.812 -0.285 -3.245  0.191
H -2.086 1.123 -2.195  -0.138
H -3.205 0.923 -3.715  0.523
H -5.371 -3.759 -2.596  0.261
H -6.399 -2.431 -3.120  0.365
H -6.542 -2.910 -1.342  0.189
C -0.953 -0.378 4.622  -0.297
O -1.686 -0.601 5.824  -0.373
C -2.004 -1.870 6.029  0.767
O -1.759 -2.878 5.378  -0.561
O -2.634 -1.996 7.248  -0.384
C -2.928 -3.362 7.696  -0.636
H -0.448 0.608 4.713  0.163
H -1.730 -0.439 3.856  0.194
H -0.143 -1.118 4.429  0.268
H -3.912 -3.658 7.349  0.265
H -2.951 -3.259 8.822  0.224
H -2.188 -4.045 7.360  0.324
C -4.211 -3.842 2.813  -0.725
O -2.943 -4.469 2.887  -0.421
C -1.921 -3.706 2.565  0.883
O -1.964 -2.559 2.215  -0.279
O -0.797 -4.480 2.473  -0.288
C -0.945 -5.938 2.680  -0.765
H -4.286 -3.160 2.004  0.299
H -4.369 -3.329 3.758  0.224
H -4.989 -4.571 2.618  0.276
H -1.823 -6.334 2.190  0.318
H -0.924 -6.153 3.765  0.270
H -0.053 -6.371 2.307  0.261
C 4.920 3.912 -0.827  -0.249
O 4.493 3.792 0.563  -0.372
C 3.177 3.659 0.687  0.724
O 2.357 3.723 -0.187  -0.474
O 2.935 3.438 2.011  -0.413
C 1.585 3.055 2.289  -0.306
H 4.690 4.971 -1.077  0.332
H 4.401 3.167 -1.457  -0.095
H 5.996 3.728 -0.823  0.275
H 1.289 2.292 1.629  -0.046
H 0.895 3.914 2.236  0.332
H 1.658 2.611 3.230  0.317
C 4.610 0.365 0.864  -0.305
O 5.445 -0.716 0.400  -0.341
C 5.179 -1.961 0.757  0.881
O 4.402 -2.410 1.575  -0.599
O 6.004 -2.761 0.042  -0.353
C 5.755 -4.168 0.262  -0.689
H 3.987 0.685 -0.043  -0.028
H 5.295 1.244 1.126  0.277
H 4.000 0.103 1.734  0.329
H 4.904 -4.427 -0.344  0.303
H 5.596 -4.466 1.283  0.298
H 6.616 -4.621 -0.268  0.246
C -0.944 3.438 -6.612  -0.695
O -1.216 3.265 -5.202  -0.310
C -0.092 3.121 -4.491  0.753
O 1.038 3.045 -4.983  -0.574
O -0.430 3.036 -3.205  -0.232
C 0.669 3.016 -2.265  -0.346
H -0.662 2.462 -7.006  0.297
H -0.015 4.017 -6.794  0.305
H -1.900 3.858 -7.000  0.227
H 1.607 2.545 -2.589  -0.068
H 0.271 2.475 -1.413  0.063
H 0.739 4.019 -2.007  0.577
C -3.558 3.103 0.624  0.066
C -2.811 3.683 1.870  0.741
O -3.513 4.785 2.249  -0.363
C -4.448 5.037 1.334  0.467
O -5.169 5.957 1.291  -0.488
O -4.515 4.043 0.373  -0.399
F -1.558 4.125 1.501  -0.321
H -4.015 2.126 0.828  0.250
H -2.807 3.118 -0.169  -0.015
H -2.615 2.930 2.692  0.084
C 0.983 -1.246 1.195  0.726
C 0.533 -1.484 -0.205  0.776
O -0.471 -0.521 -0.472  -0.308
C -0.646 0.260 0.675  0.474
O -1.477 1.085 0.721  -0.371
O 0.090 -0.214 1.681  -0.223
F -0.086 -2.679 -0.433  -0.332
H 2.025 -0.914 1.256  -0.657
H 0.833 -2.183 1.722  0.117
H 1.235 -1.338 -0.982  -0.074

LUMO level: 0.4182 eV
E_HOMO: -10.5351 eV
SMILES: O=C1OC[C@@H](F)O1.O=C1OC[C@@H](F)O1.COC(=O)OC.COC(=O)OC.COC(=O)OC.COC(=O)OC.COC(=O)OC.COC(=O)OC.COC(=O)OC
orbital gap: 10.95 eV
energy relative to the best compared isomer or geometry (same formula, charge and spin): 0.000 eV

---

No. 7
ORCA calculation (the ωB97M-V functional and the def2-TZVPD basis) on C19H11BrIN4O3S5Tc as an isolated structure.

Each line ends with the Mulliken spin population.
Positions of all 45 atoms, in Å:
Tc 0.343 -0.224 0.795  0.802
C 1.560 -1.944 -3.287  0.006
S 3.354 -2.130 -3.064  0.003
C 3.793 -0.844 -1.994  0.047
C 3.226 -0.550 -0.743  -0.008
S 2.082 -1.579 -0.021  0.039
S 3.873 0.851 0.032  -0.011
C 5.117 1.233 -1.129  -0.010
S 6.165 2.451 -0.976  0.041
S 5.073 0.160 -2.506  0.010
H 1.313 -2.709 -4.021  0.000
H 1.340 -0.962 -3.695  0.000
H 1.010 -2.124 -2.370  -0.002
O -0.982 -1.413 0.003  0.032
N -0.688 -2.719 -0.025  -0.040
C -1.476 -3.404 -0.778  0.033
C -1.251 -4.818 -0.856  -0.003
N -1.069 -5.948 -0.917  0.015
C -2.535 -2.804 -1.540  0.000
N -3.379 -2.334 -2.158  0.013
Br 0.453 3.093 -2.918  0.000
C -1.188 3.424 -2.031  -0.001
C -1.978 4.426 -2.572  0.000
C -3.185 4.758 -1.978  0.000
C -3.611 4.098 -0.834  0.001
C -2.823 3.102 -0.295  -0.002
C -1.606 2.746 -0.884  0.004
C -0.865 1.653 -0.241  0.000
O 0.166 1.103 -0.765  0.009
O -1.224 1.178 0.883  0.005
H -1.641 4.945 -3.458  0.000
H -3.793 5.538 -2.418  0.000
H -4.552 4.356 -0.369  0.000
H -3.140 2.566 0.588  0.001
I 1.525 1.485 2.859  0.002
C 0.685 -0.245 3.681  -0.002
C 0.570 -0.480 5.033  -0.005
C 0.030 -1.701 5.416  0.008
C -0.351 -2.618 4.449  -0.004
C -0.206 -2.290 3.114  0.013
N 0.298 -1.106 2.739  0.006
H 0.892 0.255 5.756  0.000
H -0.086 -1.932 6.466  0.000
H -0.759 -3.581 4.719  0.000
H -0.481 -2.960 2.313  -0.002

LUMO level (spin up / spin down): -6.0291 / -6.0413 eV
E_HOMO (spin up / spin down): -10.7871 / -10.6962 eV
orbital gap (spin up / spin down): 4.76 / 4.65 eV
⟨S²⟩: 1.1079
multiplicity: 2
energy relative to the best compared isomer or geometry (same formula, charge and spin): 0.000 eV
net charge: +1

---

No. 8
ORCA calculation (the ωB97M-V functional and the def2-TZVPD basis) on a 2-piece molecular cluster, C2H7NO overall.

Each line ends with the Mulliken charge.
Positions of all 11 atoms, in Å:
N -3.215 -0.200 0.257  -0.662
H -4.084 0.102 0.693  0.225
H -3.451 -1.080 -0.198  0.219
H -3.007 0.436 -0.499  0.222
O 2.226 1.621 0.957  -0.465
C 1.630 0.753 0.371  0.163
C 2.238 -0.475 -0.229  -0.827
H 0.591 0.923 0.045  0.276
H 1.429 -1.193 -0.338  0.303
H 3.195 -0.746 0.197  0.300
H 2.446 -0.141 -1.255  0.245

LUMO level: 0.9074 eV
E_HOMO: -9.7587 eV
SMILES: CC=O.N
orbital gap: 10.67 eV
energy relative to the best compared isomer or geometry (same formula, charge and spin): 0.717 eV